The following is a quantum chemistry calculation of a 6-piece molecular cluster, C25H58BF3IO8 overall at a distorted geometry, from the Open Molecules 2025 dataset.

Summary:
charge: -1
gap between HOMO and LUMO: 6.29 eV
highest occupied orbital energy: -4.03 eV

```
96
Properties=species:S:1:pos:R:3:forces:R:3
I 0.92746 4.41878 0.50657 -0.7 -0.3 0.0
F 2.28454 -1.08456 2.21696 -2.6 -0.2 1.6
F 0.00319 -1.10794 2.38298 2.2 0.0 1.3
F 1.28442 -2.05640 4.02967 -0.4 1.3 -2.1
O -3.50645 0.41155 1.03102 0.1 0.1 0.1
O 2.64752 0.45275 4.49967 -1.3 -0.5 0.3
O -2.49268 -4.62013 0.46094 -0.1 0.0 -0.2
O 2.98478 4.79965 2.45744 -2.8 -0.5 1.0
O -0.20861 -2.59916 -4.87247 -0.1 -0.1 -0.2
O -1.05543 7.90739 -0.92042 0.1 0.1 0.0
O 5.51313 -3.02402 -2.43017 0.0 0.0 -0.2
O 3.00909 2.44787 2.15473 -0.7 0.5 1.0
C -3.09562 -5.54912 1.34707 0.0 0.1 0.0
C -1.04828 8.52028 -2.19848 0.0 0.0 0.1
C -3.33425 -0.42754 -0.10111 0.0 0.0 -0.1
C 1.31564 0.35942 3.94505 -0.5 0.8 -0.3
C 0.95124 1.62522 2.99407 -0.4 -0.3 1.2
C 6.80786 -2.64314 -1.99065 0.0 0.0 0.0
C 1.19010 -0.98242 3.10115 1.4 0.1 0.7
C -1.54741 -3.72347 1.03297 0.2 0.0 0.1
C -4.81550 0.47575 1.57102 0.1 0.0 0.0
C -2.31470 7.80281 -0.27697 0.0 -0.1 0.0
C 0.73052 -1.70159 -4.29572 0.1 0.0 0.0
C -1.61467 -2.87380 -2.87539 0.1 0.1 0.2
C 7.75105 -3.81674 -1.79198 -0.1 -0.2 0.1
C -4.16596 -0.00666 -1.29975 -0.2 0.1 0.0
C -1.53045 9.96083 -2.18381 -0.2 0.1 0.1
C -3.32205 6.96740 -1.04702 0.0 0.0 -0.3
C -3.89371 -4.89449 2.46100 0.1 0.2 0.1
C 1.92734 -2.39221 -3.66705 -0.1 -0.2 0.1
C 4.49618 -3.24520 -0.20248 0.2 0.1 0.0
C -5.33273 -0.86353 2.06763 0.0 -0.2 -0.1
C -0.34709 -4.42075 1.64787 0.0 -0.2 0.1
C -0.81451 -3.52793 -3.98663 0.0 0.1 0.0
C 2.00665 2.80424 3.11662 -0.2 -0.7 -2.8
C 4.77617 -3.86905 -1.55882 -0.1 0.1 0.1
C 1.63955 4.26972 2.56920 3.1 0.9 1.3
B 3.91654 3.63693 2.22006 -0.3 -0.3 0.2
H -3.77254 -6.15662 0.74076 0.1 0.1 -0.1
H -2.71432 8.79960 -0.05718 -0.1 0.0 -0.1
H -0.97329 10.54536 -1.44738 0.0 -0.1 -0.1
H -3.60214 7.44275 -1.99078 -0.1 0.0 0.1
H -0.97031 -2.31382 -2.19300 0.0 -0.1 0.0
H 1.03765 4.98593 3.20981 0.4 -1.1 -0.8
H -4.76467 1.16751 2.41550 0.2 0.0 -0.1
H 7.42591 -4.45984 -0.97057 0.1 0.1 0.0
H 0.58510 0.29988 4.81492 0.6 -0.1 -1.3
H 0.11685 -5.09804 0.92575 0.0 0.1 0.0
H -1.48854 -4.13668 -4.59481 0.1 0.1 -0.1
H -0.63136 -5.01672 2.51813 0.1 0.1 0.0
H -4.42140 -5.65063 3.04727 0.0 0.0 -0.1
H -2.58858 10.02786 -1.92106 0.0 0.0 -0.1
H -0.06211 -4.21175 -3.57856 0.0 0.0 0.1
H -2.27710 -0.36758 -0.37155 0.0 0.1 0.2
H -2.34396 -2.17078 -3.28659 0.0 -0.1 0.0
H 6.73788 -2.03547 -1.08242 0.0 -0.1 0.0
H 2.40054 -3.07127 -4.38108 0.0 0.1 0.0
H 1.63642 -2.98470 -2.79648 0.0 0.1 0.0
H 0.23422 -1.04294 -3.57546 0.0 0.0 0.1
H -1.62201 7.91964 -2.91270 -0.1 0.1 0.0
H -5.47466 -1.56922 1.24597 -0.1 0.0 0.0
H -5.50578 0.92101 0.84629 -0.1 -0.1 0.0
H 2.54208 0.37578 5.46957 0.2 0.0 -0.9
H 3.83688 -3.88826 0.38457 0.0 0.0 0.0
H -0.01081 8.50124 -2.54087 0.0 -0.1 0.2
H 4.02373 -2.26682 -0.31853 0.0 -0.1 0.0
H 5.27761 -4.83743 -1.45233 0.0 0.0 0.1
H -3.91672 -0.61776 -2.17012 0.0 0.0 0.1
H -4.62367 -1.31445 2.76681 0.0 0.1 0.0
H 7.79346 -4.43407 -2.69333 0.0 0.1 0.0
H -4.23308 6.83111 -0.45937 0.1 0.0 0.0
H 2.46760 3.00701 4.13555 -0.7 -0.5 -0.8
H -2.03724 -3.06547 1.75824 0.0 0.0 0.1
H -4.62373 -4.19181 2.05045 0.0 -0.1 0.0
H 4.49458 3.95415 1.22688 0.6 -0.5 -0.6
H 1.08125 -1.06222 -5.10947 -0.2 -0.1 -0.1
H -3.24888 -4.33453 3.14250 0.0 -0.1 0.0
H 0.39423 -3.68871 1.97221 -0.1 0.0 0.0
H -1.40107 10.41662 -3.16812 0.0 0.0 0.0
H 5.41465 -3.09773 0.36948 -0.1 0.0 0.0
H -3.98797 1.04422 -1.54212 0.1 -0.1 0.0
H -2.14338 -3.63002 -2.28946 0.0 0.0 0.0
H -6.29433 -0.73854 2.57070 0.0 0.0 0.0
H 2.66368 -1.65588 -3.33877 0.0 -0.1 0.0
H 3.82327 -4.06664 -2.05615 0.2 0.1 -0.2
H -2.12697 7.32474 0.68729 0.2 0.0 -0.1
H -3.52719 -1.47249 0.16721 -0.1 0.0 -0.1
H 7.21619 -1.99232 -2.76770 -0.2 0.0 0.0
H -0.06829 1.99929 3.32872 1.0 -0.5 -0.5
H -1.19950 -3.08239 0.21944 -0.2 -0.1 0.0
H -2.90501 5.98595 -1.28628 0.0 0.1 0.1
H 8.75753 -3.46163 -1.55873 -0.1 0.0 0.0
H -2.34212 -6.23381 1.75152 0.0 0.0 0.1
H -5.23595 -0.12095 -1.10758 0.0 -0.1 -0.1
H 0.86475 1.19336 1.94579 0.3 1.3 1.2
H 4.58976 3.36622 3.19241 0.7 0.5 0.5
```
Forces are in eV/Å.

Charges per atom according to Löwdin partitioning, unit e: atom 1 (I): 0.73, atom 2 (F): 0.09, atom 3 (F): 0.09, atom 4 (F): 0.04, atom 5 (O): -0.15, atom 6 (O): -0.02, atom 7 (O): -0.17, atom 8 (O): -0.24, atom 9 (O): -0.16, atom 10 (O): -0.17, atom 11 (O): -0.17, atom 12 (O): -0.15, atom 13 (C): -0.28, atom 14 (C): -0.28, atom 15 (C): -0.28, atom 16 (C): -0.23, atom 17 (C): -0.06, atom 18 (C): -0.28, atom 19 (C): -0.40, atom 20 (C): -0.28, atom 21 (C): -0.28, atom 22 (C): -0.28, atom 23 (C): -0.27, atom 24 (C): -0.08, atom 25 (C): -0.09, atom 26 (C): -0.07, atom 27 (C): -0.09, atom 28 (C): -0.08, atom 29 (C): -0.08, atom 30 (C): -0.08, atom 31 (C): -0.07, atom 32 (C): -0.09, atom 33 (C): -0.06, atom 34 (C): -0.28, atom 35 (C): -0.36, atom 36 (C): -0.28, atom 37 (C): -0.63, atom 38 (B): -0.66, atom 39 (H): 0.12, atom 40 (H): 0.10, atom 41 (H): 0.08, atom 42 (H): 0.06, atom 43 (H): 0.06, atom 44 (H): 0.09, atom 45 (H): 0.12, atom 46 (H): 0.06, atom 47 (H): 0.16, atom 48 (H): 0.08, atom 49 (H): 0.12, atom 50 (H): 0.07, atom 51 (H): 0.07, atom 52 (H): 0.06, atom 53 (H): 0.11, atom 54 (H): 0.12, atom 55 (H): 0.07, atom 56 (H): 0.11, atom 57 (H): 0.09, atom 58 (H): 0.06, atom 59 (H): 0.11, atom 60 (H): 0.11, atom 61 (H): 0.06, atom 62 (H): 0.11, atom 63 (H): 0.11, atom 64 (H): 0.08, atom 65 (H): 0.12, atom 66 (H): 0.09, atom 67 (H): 0.10, atom 68 (H): 0.06, atom 69 (H): 0.08, atom 70 (H): 0.08, atom 71 (H): 0.07, atom 72 (H): 0.15, atom 73 (H): 0.10, atom 74 (H): 0.07, atom 75 (H): 0.05, atom 76 (H): 0.12, atom 77 (H): 0.07, atom 78 (H): 0.06, atom 79 (H): 0.07, atom 80 (H): 0.07, atom 81 (H): 0.09, atom 82 (H): 0.07, atom 83 (H): 0.07, atom 84 (H): 0.08, atom 85 (H): 0.10, atom 86 (H): 0.12, atom 87 (H): 0.10, atom 88 (H): 0.12, atom 89 (H): 0.12, atom 90 (H): 0.10, atom 91 (H): 0.08, atom 92 (H): 0.07, atom 93 (H): 0.11, atom 94 (H): 0.07, atom 95 (H): 0.12, atom 96 (H): 0.06